1.
F2Sr3 | wB97M-V/def2-TZVPD

Geometry as XYZ:
```
5
F2Sr3 (wB97M-V/def2-TZVPD)
Sr -3.671 -3.634 1.274
Sr -0.441 2.529 -2.151
Sr 2.795 -2.414 -0.871
F -0.441 -0.354 0.552
F 1.757 3.872 1.196
```

**Total charge**: +4
**Frontier orbital gap**: 2.04 eV
**Relative energy (zero: lowest compared OMol25 entry of this formula, charge and spin)**: 9.964 eV
**E_LUMO**: -14.7 eV

Just the natural (NBO) charges please, in e? Sure, here they are: 1.984, 1.795, 1.849, -0.967, -0.661

***

2.
F3NO | wB97M-V/def2-TZVPD

Geometry as XYZ:
```
5
F3NO (wB97M-V/def2-TZVPD)
N -1.256 0.236 0.148
O -0.481 0.122 -0.729
F -0.929 -0.203 1.374
F 1.810 1.334 0.792
F 0.338 -1.359 -1.148
```

**Frontier orbital gap (spin up / spin down)**: 4.27 / 4.69 eV
**Relative energy (zero: lowest compared OMol25 entry of this formula, charge and spin)**: 5.135 eV
**E_LUMO (spin up / spin down)**: -6.2 / -6.6 eV

Just the natural (NBO) charges please, in e? Sure, here they are: 0.545, 0.087, -0.104, -0.327, -0.201

***

3.
F4FeH10O9P2 | wB97M-V/def2-TZVPD

Geometry as XYZ:
```
26
F4FeH10O9P2 (wB97M-V/def2-TZVPD)
Fe 0.108 0.634 -0.560
O 0.052 0.385 1.250
P 0.503 1.610 2.352
O 0.646 1.766 0.790
F 1.414 0.483 2.910
F -0.877 1.161 2.902
O -0.095 -1.190 -0.818
P -0.860 -1.811 -2.144
O -0.310 -0.392 -2.020
F -1.695 -2.265 -0.889
F 0.337 -2.898 -2.153
O 2.277 0.326 -0.590
H 2.942 0.627 0.060
H 2.570 -0.563 -0.902
O -1.948 1.166 -0.595
H -2.527 0.778 -1.222
H -2.484 1.713 0.034
O 0.367 2.253 -1.774
H -0.306 2.400 -2.461
H 0.702 3.165 -1.529
O -1.641 -1.452 1.773
H -1.043 -0.670 1.842
H -1.449 -1.821 0.928
O 1.284 -2.164 1.077
H 1.284 -1.300 1.451
H 0.747 -1.946 0.289
```

**<S²>**: 8.854
**Total charge**: +1
**Frontier orbital gap (spin up / spin down)**: 7.07 / 6.06 eV
**Relative energy (zero: lowest compared OMol25 entry of this formula, charge and spin)**: 0.000 eV
**2S+1**: 6
**E_LUMO (spin up / spin down)**: -6.2 / -7.0 eV

natural (NBO) population analysis, charges in e, atoms 1 to 5: 1.764, -0.570, 1.745, -0.601, -0.562

***

4.
F4KN2O8S4 | wB97M-V/def2-TZVPD

Geometry as XYZ:
```
19
F4KN2O8S4 (wB97M-V/def2-TZVPD)
K 1.577 -0.557 0.143
N 0.298 1.111 3.967
S -0.232 0.435 5.255
O -1.151 -0.724 4.981
O -0.329 0.997 6.620
F 1.073 -0.500 5.556
S -1.146 2.181 3.940
O -1.129 3.289 4.826
O -2.471 1.612 3.571
F -0.557 2.817 2.557
N 1.197 -0.659 -4.126
S -0.464 -0.430 -4.364
O -1.196 -0.488 -3.083
O -1.148 -1.123 -5.430
F -0.395 1.110 -4.786
S 1.306 -1.959 -4.831
O 1.355 -1.966 -6.297
O 0.603 -3.011 -4.190
F 2.809 -2.136 -4.310
```

**Total charge**: -1
**Frontier orbital gap**: 7.68 eV
**Relative energy (zero: lowest compared OMol25 entry of this formula, charge and spin)**: 4.616 eV
**E_LUMO**: 0.4 eV

natural (NBO) population analysis, charges in e, atoms 1 to 5: 0.996, -1.008, 2.300, -0.924, -0.874

***

5.
F6H22O11P | wB97M-V/def2-TZVPD

Geometry as XYZ:
```
40
F6H22O11P (wB97M-V/def2-TZVPD)
P -16.992 22.279 -25.750
F -16.665 23.382 -24.543
F -16.439 23.326 -26.817
F -15.511 21.639 -25.812
F -17.248 21.144 -26.864
F -17.397 21.257 -24.565
F -18.548 22.733 -25.882
O -19.047 20.470 -28.794
H -19.391 19.665 -28.408
H -18.338 20.734 -28.208
O -19.582 21.004 -22.747
H -19.119 20.761 -23.549
H -20.436 21.316 -23.048
O -13.149 22.185 -24.471
H -13.856 22.003 -25.090
H -13.244 23.115 -24.265
O -16.971 23.824 -29.554
H -17.139 24.722 -29.268
H -16.257 23.523 -28.991
O -14.259 23.146 -28.383
H -14.083 23.316 -29.309
H -13.579 23.632 -27.917
O -20.501 24.745 -26.822
H -20.158 24.870 -27.706
H -20.893 23.871 -26.838
O -15.601 25.322 -22.889
H -15.592 24.599 -22.262
H -15.794 24.909 -23.730
O -14.262 24.486 -25.499
H -13.442 24.320 -25.965
H -14.941 24.138 -26.077
O -14.802 20.146 -27.963
H -15.584 20.062 -27.417
H -14.602 21.082 -27.954
O -21.117 21.993 -26.638
H -20.206 22.262 -26.519
H -21.313 21.465 -25.864
O -19.252 24.795 -22.887
H -18.820 24.184 -23.483
H -19.030 24.474 -22.012
```

**<S²>**: 0.756
**Frontier orbital gap (spin up / spin down)**: 10.31 / 2.15 eV
**Relative energy (zero: lowest compared OMol25 entry of this formula, charge and spin)**: 1.285 eV
**2S+1**: 2
**E_LUMO (spin up / spin down)**: -0.5 / -8.5 eV

natural (NBO) population analysis, charges in e, atoms 1 to 5: 2.626, -0.611, -0.581, -0.610, -0.605

***

6.
F6H26O13P | wB97M-V/def2-TZVPD

Geometry as XYZ:
```
46
F6H26O13P (wB97M-V/def2-TZVPD)
P 0.281 -0.432 -0.065
F -0.880 -1.355 0.691
F -0.926 0.517 -0.735
F 0.323 0.511 1.323
F 1.402 0.610 -0.714
F 1.449 -1.382 0.582
F 0.378 -1.464 -1.370
O -6.211 0.365 -2.691
H -6.012 0.219 -1.767
H -7.080 0.767 -2.689
O 3.772 2.030 2.878
H 2.910 2.181 2.490
H 4.055 1.191 2.514
O -0.050 2.442 -4.783
H -0.969 2.467 -5.049
H -0.051 1.955 -3.958
O 4.158 -3.324 -3.801
H 4.027 -2.674 -4.491
H 3.905 -2.873 -2.996
O -2.992 4.036 -2.356
H -3.047 3.129 -2.054
H -3.642 4.095 -3.056
O 1.631 -3.427 4.373
H 1.335 -2.935 3.607
H 1.819 -2.757 5.030
O -4.713 0.346 1.336
H -4.846 0.611 2.247
H -3.766 0.233 1.255
O 4.383 4.677 -2.493
H 3.460 4.747 -2.250
H 4.399 4.855 -3.433
O 3.350 0.402 6.608
H 3.056 0.831 5.805
H 4.294 0.297 6.493
O 5.912 -1.311 1.396
H 5.489 -2.126 1.667
H 6.190 -1.472 0.494
O -2.697 -4.625 -0.972
H -1.835 -5.040 -1.005
H -2.603 -3.928 -0.322
O -3.415 -0.673 -5.266
H -3.152 -1.311 -4.602
H -4.144 -0.199 -4.867
O -3.230 -0.170 5.383
H -2.500 0.447 5.329
H -3.214 -0.482 6.287
```

**Total charge**: -1
**Frontier orbital gap**: 11.32 eV
**Relative energy (zero: lowest compared OMol25 entry of this formula, charge and spin)**: 2.416 eV
**E_LUMO**: 2.2 eV

natural (NBO) population analysis, charges in e, atoms 1 to 5: 2.575, -0.598, -0.592, -0.606, -0.591

***

7.
F6InNO3P | wB97M-V/def2-TZVPD

Geometry as XYZ:
```
12
F6InNO3P (wB97M-V/def2-TZVPD)
In 1.554 -2.500 -0.987
N -0.299 -2.793 4.281
O 0.385 -3.412 5.119
O -1.263 -2.191 4.690
O 0.101 -2.788 3.129
P -0.139 1.939 -2.319
F -1.726 2.082 -2.393
F 0.058 3.278 -1.380
F -0.256 1.062 -0.972
F 1.477 1.768 -2.263
F 0.002 0.634 -3.299
F 0.106 2.921 -3.605
```

**Total charge**: +1
**Frontier orbital gap**: 1.69 eV
**Relative energy (zero: lowest compared OMol25 entry of this formula, charge and spin)**: 1.557 eV
**E_LUMO**: -12.6 eV

natural (NBO) population analysis, charges in e, atoms 1 to 5: 0.998, 0.688, -0.036, -0.054, -0.139

***

8.
F6Li2N5O18S6 | wB97M-V/def2-TZVPD

Geometry as XYZ:
```
37
F6Li2N5O18S6 (wB97M-V/def2-TZVPD)
Li 0.951 2.929 1.019
Li -0.210 0.448 -0.216
N 3.377 -2.467 -1.013
S 3.133 -0.825 -1.092
O 4.328 -0.029 -0.819
O 1.858 -0.372 -0.621
F 3.041 -0.705 -2.671
S 4.233 -2.533 0.288
O 3.759 -1.816 1.441
O 5.663 -2.666 0.101
F 3.911 -4.091 0.674
N -0.047 2.443 -0.497
S 0.824 2.735 -1.985
O 0.994 4.114 -2.373
O 0.682 1.756 -2.996
F 2.273 2.380 -1.387
S -1.375 3.155 -1.047
O -1.790 2.855 -2.379
O -1.549 4.478 -0.530
F -2.416 2.414 -0.143
N -3.183 -1.436 2.637
S -4.467 -2.067 1.733
O -4.304 -2.191 0.310
O -5.748 -1.773 2.355
F -4.286 -3.600 2.171
S -3.121 -0.126 1.764
O -4.294 0.693 1.687
O -2.168 -0.098 0.679
F -2.290 0.701 2.892
N 0.962 0.402 2.900
O 0.724 -0.792 3.064
O 1.550 1.079 3.777
O 0.636 0.972 1.815
N -0.400 -1.504 -2.894
O 0.200 -2.550 -2.595
O -0.677 -1.211 -4.083
O -0.778 -0.704 -1.967
```

**Total charge**: -3
**Frontier orbital gap**: 5.71 eV
**Relative energy (zero: lowest compared OMol25 entry of this formula, charge and spin)**: 0.000 eV
**E_LUMO**: 5.1 eV

natural (NBO) population analysis, charges in e, atoms 1 to 5: 0.948, 0.880, -1.100, 2.454, -0.942

***

9.
F6N4O15S6Sr | wB97M-V/def2-TZVPD

Geometry as XYZ:
```
32
F6N4O15S6Sr (wB97M-V/def2-TZVPD)
Sr -1.409 2.528 20.083
N -4.037 0.958 19.711
O -3.167 0.957 18.797
O -5.005 0.204 19.672
O -3.850 1.751 20.662
N 0.372 1.778 18.590
S 0.921 2.469 17.134
O 0.874 1.612 15.966
O 1.975 3.443 17.202
F -0.423 3.319 16.978
S 1.301 0.525 18.552
O 2.690 0.888 18.527
O 0.778 -0.658 17.961
F 1.182 0.188 20.122
N -1.721 4.923 20.097
S -2.585 6.106 20.635
O -3.038 7.093 19.691
O -2.219 6.589 21.952
F -3.867 5.198 20.937
S -0.398 5.819 19.566
O 0.384 6.479 20.591
O -0.377 6.362 18.234
F 0.458 4.486 19.326
N -0.957 1.487 22.265
S -1.212 0.021 22.755
O -2.434 -0.223 23.492
O -0.058 -0.752 23.095
F -1.520 -0.551 21.274
S -0.542 2.187 23.701
O 0.861 2.335 23.907
O -1.402 1.993 24.842
F -0.985 3.657 23.253
```

**Total charge**: -2
**Frontier orbital gap**: 9.48 eV
**Relative energy (zero: lowest compared OMol25 entry of this formula, charge and spin)**: 0.775 eV
**E_LUMO**: 4.5 eV

natural (NBO) population analysis, charges in e, atoms 1 to 5: 1.835, 0.718, -0.604, -0.457, -0.599

***

10.
F8H22N4NaO27S8 | wB97M-V/def2-TZVPD

Geometry as XYZ:
```
70
F8H22N4NaO27S8 (wB97M-V/def2-TZVPD)
Na -0.726 3.063 1.240
N -0.372 -4.526 -2.920
S 0.707 -4.093 -1.944
O 1.472 -5.064 -1.166
O 0.624 -2.690 -1.496
F 1.761 -3.924 -3.102
S -1.253 -5.332 -1.573
O -1.800 -4.458 -0.555
O -0.783 -6.671 -1.224
F -2.513 -5.654 -2.552
N -2.626 3.870 2.428
S -3.940 2.779 2.642
O -5.187 3.203 3.299
O -3.606 1.397 2.823
F -4.347 2.689 1.080
S -2.502 3.904 3.926
O -2.055 2.669 4.613
O -3.307 4.829 4.682
F -1.093 4.728 4.028
N -0.566 1.249 -0.202
S 0.872 0.979 -1.039
O 0.811 0.920 -2.501
O 1.943 0.382 -0.259
F 1.379 2.483 -0.814
S -0.933 -0.249 -0.156
O -0.146 -1.231 0.574
O -1.684 -0.773 -1.318
F -2.156 0.030 0.866
N 5.722 -1.165 -1.646
S 5.196 -0.452 -0.166
O 4.565 -1.404 0.708
O 4.826 0.951 -0.146
F 6.666 -0.302 0.434
S 4.289 -1.249 -2.159
O 3.707 0.000 -2.582
O 3.422 -2.349 -1.787
F 4.874 -1.805 -3.546
O 3.868 3.308 0.696
H 4.334 2.486 0.546
H 2.997 3.162 0.325
O -0.918 -0.258 -4.618
H -1.711 0.206 -4.350
H -0.256 0.011 -3.982
O -2.805 2.198 -1.302
H -1.926 2.013 -0.972
H -3.362 1.543 -0.882
O 1.347 3.602 -5.028
H 1.877 2.863 -5.326
H 1.018 3.330 -4.170
O -4.639 -1.091 3.546
H -4.803 -0.295 4.051
H -3.894 -0.872 2.987
O 2.373 0.223 2.894
H 1.961 -0.611 2.669
H 2.755 0.531 2.072
O 1.866 -2.877 1.478
H 2.574 -3.440 1.167
H 1.630 -2.345 0.718
O -1.447 -2.884 2.440
H -0.511 -2.761 2.277
H -1.679 -2.181 3.047
O -2.176 -2.810 -3.625
H -1.544 -3.492 -3.396
H -1.710 -1.989 -3.468
O -0.122 5.213 0.042
H -0.309 4.932 -0.854
H -0.519 6.082 0.108
O -1.738 -0.500 3.947
H -1.570 -0.295 4.867
H -2.201 0.268 3.610
```

**Total charge**: -3
**Frontier orbital gap**: 6.64 eV
**E_LUMO**: 4.1 eV

natural (NBO) population analysis, charges in e, atoms 1 to 5: 0.945, -1.039, 2.392, -0.907, -0.925

***

Repeat the fifth record exactly.
F6H22O11P | wB97M-V/def2-TZVPD

Geometry as XYZ:
```
40
F6H22O11P (wB97M-V/def2-TZVPD)
P -16.992 22.279 -25.750
F -16.665 23.382 -24.543
F -16.439 23.326 -26.817
F -15.511 21.639 -25.812
F -17.248 21.144 -26.864
F -17.397 21.257 -24.565
F -18.548 22.733 -25.882
O -19.047 20.470 -28.794
H -19.391 19.665 -28.408
H -18.338 20.734 -28.208
O -19.582 21.004 -22.747
H -19.119 20.761 -23.549
H -20.436 21.316 -23.048
O -13.149 22.185 -24.471
H -13.856 22.003 -25.090
H -13.244 23.115 -24.265
O -16.971 23.824 -29.554
H -17.139 24.722 -29.268
H -16.257 23.523 -28.991
O -14.259 23.146 -28.383
H -14.083 23.316 -29.309
H -13.579 23.632 -27.917
O -20.501 24.745 -26.822
H -20.158 24.870 -27.706
H -20.893 23.871 -26.838
O -15.601 25.322 -22.889
H -15.592 24.599 -22.262
H -15.794 24.909 -23.730
O -14.262 24.486 -25.499
H -13.442 24.320 -25.965
H -14.941 24.138 -26.077
O -14.802 20.146 -27.963
H -15.584 20.062 -27.417
H -14.602 21.082 -27.954
O -21.117 21.993 -26.638
H -20.206 22.262 -26.519
H -21.313 21.465 -25.864
O -19.252 24.795 -22.887
H -18.820 24.184 -23.483
H -19.030 24.474 -22.012
```

**<S²>**: 0.756
**Frontier orbital gap (spin up / spin down)**: 10.31 / 2.15 eV
**Relative energy (zero: lowest compared OMol25 entry of this formula, charge and spin)**: 1.285 eV
**2S+1**: 2
**E_LUMO (spin up / spin down)**: -0.5 / -8.5 eV

natural (NBO) population analysis, charges in e, atoms 1 to 5: 2.626, -0.611, -0.581, -0.610, -0.605